Model a:
Below is a cluster of 4 separate species, C2H12N2O3 in total, with properties calculated with ωB97M-V/def2-TZVPD.

Highest occupied orbital energy in eV: -9.2065
E_LUMO in eV: 0.287
SMILES: [H]/N=C/NC.O.O.O
Spin multiplicity: 1

Positions of all 19 atoms, in Å:
C 0.582 0.861 -1.695
N -0.682 1.045 -0.972
C -1.309 -0.123 -0.522
N -2.505 -0.057 -0.185
H 1.188 1.865 -1.648
H 1.101 0.040 -1.237
H 0.470 0.548 -2.752
H -1.222 1.870 -1.283
H -0.730 -1.005 -0.195
H -2.824 -0.846 0.468
H 2.379 -0.781 0.975
H 3.298 -1.673 0.313
O 2.400 -1.637 0.700
H 0.342 -2.304 1.372
H 0.091 -3.719 1.075
O -0.302 -2.915 1.511
H -0.498 2.464 0.768
H -1.218 3.127 1.993
O -0.561 3.242 1.316

=====

Model b:
Below is a cluster of 4 separate species, C2H12N2O3 in total, with properties calculated with ωB97M-V/def2-TZVPD.

Highest occupied orbital energy in eV: -7.0158
E_LUMO in eV: 0.731
SMILES: N/C=C/N.O.O.O
Spin multiplicity: 1

Positions of all 19 atoms, in Å:
C 0.094 0.355 0.163
C 1.243 -0.394 0.076
N 2.230 -0.293 1.106
N -1.198 -0.204 0.430
H 0.324 1.443 0.367
H 1.628 -1.075 -0.766
H 2.020 0.376 1.829
H 3.091 -0.349 0.628
H -1.246 -1.063 -0.194
H -1.419 -0.592 1.412
H 1.752 -4.493 -2.709
H 2.732 -3.395 -2.763
O 2.231 -3.942 -2.182
H -3.960 1.160 -0.471
H -2.389 1.319 -0.384
O -3.222 1.815 -0.278
H -1.895 2.551 1.415
H -1.028 3.817 0.906
O -0.988 2.965 1.416

=====

What should be chosen as the most stable of them? Choose model a.

=====

Model a:
Below is the molecule C3H7N3O, with properties calculated with ωB97M-V/def2-TZVPD.

Highest occupied orbital energy in eV: -9.3970
E_LUMO in eV: 0.621
SMILES: [H]/N=C/NC(=O)NC
Spin multiplicity: 1

Positions of all 14 atoms, in Å:
C 2.604 0.086 0.215
N 1.193 0.134 0.520
C 0.203 0.075 -0.370
O 0.376 0.040 -1.576
N -1.020 0.064 0.267
C -2.183 -0.168 -0.413
N -3.282 -0.180 0.221
H 2.868 0.239 -0.828
H 2.874 -0.989 0.388
H 2.423 1.139 0.692
H 1.066 0.067 1.516
H -1.079 0.192 1.268
H -2.001 -0.331 -1.478
H -4.042 -0.367 -0.422

=====

Model b:
Below is the molecule C3H7N3O, with properties calculated with ωB97M-V/def2-TZVPD.

Highest occupied orbital energy in eV: -8.9136
E_LUMO in eV: 0.765
SMILES: C[C@H](C=O)/N=N/N
Spin multiplicity: 1

Positions of all 14 atoms, in Å:
C 0.519 0.684 0.599
C 0.557 1.510 -0.671
N -2.004 -1.542 -0.269
C 1.460 -0.606 0.578
N -0.581 -0.231 0.745
N -1.260 -0.444 -0.300
O 1.800 -1.212 -0.404
H 0.650 1.226 1.540
H -2.064 -2.090 0.593
H -2.658 -1.619 -1.030
H 1.890 -0.796 1.578
H -0.399 2.010 -0.825
H 0.737 0.860 -1.528
H 1.353 2.250 -0.606

=====

Model c:
Below is the molecule C3H7N3O, with properties calculated with ωB97M-V/def2-TZVPD.

Highest occupied orbital energy in eV: -9.6737
E_LUMO in eV: 0.779
SMILES: [H]/N=C/NC(=O)NC
Spin multiplicity: 1

Positions of all 14 atoms, in Å:
C 2.534 0.045 0.037
N 1.197 0.455 0.421
C 0.158 0.313 -0.464
O 0.278 0.383 -1.674
N -1.067 0.070 0.151
C -2.224 -0.165 -0.571
N -3.284 -0.522 0.030
H 2.541 -0.085 -1.046
H 2.795 -0.910 0.511
H 3.282 0.794 0.310
H 0.982 0.453 1.406
H -1.112 -0.176 1.130
H -2.082 -0.017 -1.643
H -4.036 -0.652 -0.642

=====

Model d:
Below is the molecule C3H7N3O, with properties calculated with ωB97M-V/def2-TZVPD.

Highest occupied orbital energy in eV: -8.6228
E_LUMO in eV: 0.883
SMILES: N/N=C\C/C=N\O
Spin multiplicity: 1

Positions of all 14 atoms, in Å:
C -1.539 -0.524 -0.034
C -0.232 -1.138 -0.423
C 0.721 -0.791 0.631
H 0.026 1.301 -0.629
H -1.038 2.531 0.388
H -2.407 -1.181 -0.056
H -0.320 -2.232 -0.493
H 0.093 -0.788 -1.368
H 0.499 -1.053 1.662
H 2.821 1.121 -0.295
N -0.707 1.483 0.171
N -1.775 0.688 0.225
N 1.785 -0.039 0.748
O 2.073 0.622 -0.525

=====

What should be chosen as the most stable of them? Choose model c.

=====

Model a:
Below is the molecule C3H7N3O, with properties calculated with ωB97M-V/def2-TZVPD.

Highest occupied orbital energy in eV: -8.7903
E_LUMO in eV: 0.802
SMILES: [H]/N=C(\NN)[C@@H]1CO1
Spin multiplicity: 1

Positions of all 14 atoms, in Å:
C 0.369 0.721 0.010
C -1.087 0.624 -0.080
C -1.943 -0.446 0.625
H 2.214 -1.552 0.950
H 2.503 -1.599 -0.724
H 0.005 -1.300 -0.345
H 2.084 1.227 0.296
H -1.513 1.657 -0.095
H -1.589 -1.244 1.173
H -2.909 -0.058 0.858
N 2.008 -1.008 0.008
N 0.742 -0.619 0.010
N 1.209 1.738 0.059
O -1.567 -0.413 -0.749

=====

Model b:
Below is the molecule C3H7N3O, with properties calculated with ωB97M-V/def2-TZVPD.

Highest occupied orbital energy in eV: -9.7560
E_LUMO in eV: 0.797
SMILES: [H]/N=C/NC(=O)NC
Spin multiplicity: 1

Positions of all 14 atoms, in Å:
C -1.597 2.051 -0.438
N -0.573 1.217 0.160
C -0.243 0.008 -0.407
O -0.686 -0.385 -1.468
N 0.680 -0.704 0.360
C 1.253 -1.949 0.128
N 1.883 -2.498 1.091
H -1.556 1.921 -1.520
H -1.398 3.100 -0.198
H -2.607 1.789 -0.098
H -0.386 1.352 1.142
H 1.085 -0.266 1.179
H 1.919 -2.246 -0.673
H 2.227 -3.391 0.742

=====

What should be chosen as the most stable of them? Choose model b.

=====

Model a:
Below is a cluster of 3 separate species, C3H7N3O in total, with properties calculated with ωB97M-V/def2-TZVPD.

Highest occupied orbital energy (alpha / beta) in eV: -6.8654 / -7.6090
E_LUMO (alpha / beta) in eV: 0.236 / 0.736
Spin multiplicity: 1

Positions of all 14 atoms, in Å:
C 0.070 -0.474 0.107
N -1.872 0.393 0.797
C 0.040 0.505 -0.793
N -2.788 0.845 -0.115
C 2.914 -0.937 0.192
N 2.158 -0.957 -0.796
O -0.053 1.354 -1.560
H -1.501 1.222 1.264
H -3.247 0.086 -0.598
H -2.519 1.600 -0.747
H 0.515 -0.328 1.084
H -0.308 -1.441 -0.182
H 3.980 -1.219 0.120
H 2.611 -0.649 1.228

=====

Model b:
Below is the molecule C3H7N3O, with properties calculated with ωB97M-V/def2-TZVPD.

Highest occupied orbital energy in eV: -6.4819
E_LUMO in eV: 0.675
SMILES: N/C=C(\N)NC=O
Spin multiplicity: 1

Positions of all 14 atoms, in Å:
N -0.490 1.110 -0.824
C -0.511 0.288 0.240
N -1.682 -0.182 0.758
N 0.824 -1.463 1.284
C 0.716 0.925 -1.631
C 0.716 -0.339 0.434
O 1.818 1.436 -1.480
H -1.338 1.527 -1.184
H -1.538 -0.713 1.611
H -2.514 0.356 0.563
H 1.789 -1.750 1.409
H 0.251 -2.232 0.947
H 0.344 0.773 -2.663
H 1.615 0.263 0.535

=====

Model c:
Below is the molecule C3H7N3O, with properties calculated with ωB97M-V/def2-TZVPD.

Highest occupied orbital energy (alpha / beta) in eV: -6.6265 / -6.6254
E_LUMO (alpha / beta) in eV: 0.271 / 0.271
SMILES: C=N/C(N)=C(\[NH3+])[O-]
Spin multiplicity: 1

Positions of all 14 atoms, in Å:
C -0.876 1.318 -1.035
N -0.683 1.092 0.214
C 0.304 0.278 0.707
N 0.833 0.681 1.964
C 0.753 -0.922 0.200
O 1.490 -1.807 0.630
N -0.069 -1.427 -1.069
H -1.723 1.930 -1.331
H -0.887 -0.829 -1.281
H -0.157 1.053 -1.811
H 0.989 -0.122 2.568
H 0.155 1.305 2.387
H 0.539 -1.467 -1.887
H -0.321 -2.389 -0.827

=====

Model d:
Below is the molecule C3H7N3O, with properties calculated with ωB97M-V/def2-TZVPD.

Highest occupied orbital energy in eV: -9.2204
E_LUMO in eV: 0.833
SMILES: [H]/N=C(/CN=C)NO
Spin multiplicity: 1

Positions of all 14 atoms, in Å:
C -0.327 0.648 0.494
N 1.811 0.094 -0.696
C 0.550 -0.385 -0.179
C -2.474 -0.325 0.279
O 2.394 1.180 -0.039
N -1.716 0.613 -0.155
N 0.244 -1.636 -0.207
H 2.112 1.946 -0.577
H 2.502 -0.567 -1.046
H 0.948 -2.171 -0.718
H 0.027 1.673 0.370
H -0.402 0.437 1.565
H -2.155 -1.106 0.992
H -3.512 -0.400 -0.085

=====

What should be chosen as the most stable of them? Choose model c.

=====

Model a:
Below is the molecule C3H7N3O, with properties calculated with ωB97M-V/def2-TZVPD.

Highest occupied orbital energy (alpha / beta) in eV: -8.2139 / -8.2136
E_LUMO (alpha / beta) in eV: -0.152 / -0.152
Spin multiplicity: 1

Positions of all 14 atoms, in Å:
C 0.799 0.348 0.339
C 0.694 -0.895 1.000
N -1.299 -0.978 0.428
C -1.005 0.500 -0.074
N 1.606 0.436 -0.841
O -1.672 0.306 1.091
N -1.372 1.226 -1.054
H -2.222 -1.406 0.248
H 0.915 1.215 0.982
H 1.418 1.298 -1.340
H 1.450 -0.340 -1.474
H -0.834 1.042 -1.895
H 1.040 -1.809 0.535
H 0.482 -0.943 2.056

=====

Model b:
Below is the molecule C3H7N3O, with properties calculated with ωB97M-V/def2-TZVPD.

Highest occupied orbital energy in eV: -9.4754
E_LUMO in eV: 0.673
SMILES: C/N=C\NC(N)=O
Spin multiplicity: 1

Positions of all 14 atoms, in Å:
C 1.256 -1.178 0.391
C -0.855 -0.223 1.130
C -0.853 0.794 -1.145
H 1.762 -2.131 0.629
H 0.949 -1.218 -0.667
H 2.129 -0.352 0.374
H -1.514 -0.178 2.028
H -2.430 -0.222 -0.252
H 0.966 2.017 -1.233
H 0.826 1.140 0.296
N 0.321 -0.747 1.395
N -1.399 -0.023 -0.047
N 0.259 1.410 -0.701
O -1.418 0.912 -2.199

=====

Model c:
Below is the molecule C3H7N3O, with properties calculated with ωB97M-V/def2-TZVPD.

Highest occupied orbital energy in eV: -8.7523
E_LUMO in eV: 0.437
SMILES: [H]/N=C(\N=C)N(C)O
Spin multiplicity: 1

Positions of all 14 atoms, in Å:
C -0.085 -1.758 0.349
N -0.695 -0.595 -0.262
C -0.328 0.684 0.103
C 1.813 1.067 -0.379
O -2.095 -0.734 -0.376
N 0.912 1.030 0.544
N -1.170 1.666 0.050
H -2.398 0.204 -0.391
H -0.641 2.473 0.402
H -0.472 -2.675 -0.108
H 1.000 -1.752 0.206
H -0.298 -1.790 1.423
H 1.608 0.844 -1.441
H 2.849 1.335 -0.119

=====

Model d:
Below is a cluster of 2 separate species, C3H7N3O in total, with properties calculated with ωB97M-V/def2-TZVPD.

Highest occupied orbital energy in eV: -8.2471
E_LUMO in eV: 0.807
Spin multiplicity: 1

Positions of all 14 atoms, in Å:
C 1.661 1.274 -0.415
C 0.698 0.319 0.339
C -1.712 -1.113 -1.497
H 2.141 1.714 0.536
H 1.148 2.153 -0.903
H 2.442 0.684 -0.967
H -1.020 -1.300 -2.344
H -2.946 -1.159 -1.773
H -0.778 0.152 2.932
H -0.817 -1.384 1.374
N -1.276 -0.661 -0.414
N 0.515 0.348 1.553
N -0.225 -0.459 2.250
O 0.172 -0.568 -0.672

=====

What should be chosen as the most stable of them? Choose model b.